Entry 1:
{"formula": "C4H16O4", "method": "ωB97M-V/def2-TZVPD", "elements": ["C", "O", "H", "H", "H", "H", "C", "O", "H", "H", "H", "H", "C", "O", "H", "H", "H", "H", "C", "O", "H", "H", "H", "H"], "positions_angstrom": [[-3.8568, 2.1836, -2.7699], [-4.3949, 1.9698, -3.9918], [-2.7760, 2.2832, -2.8704], [-4.0673, 3.1268, -2.2656], [-4.1184, 1.4709, -1.9877], [-3.9235, 1.2244, -4.3707], [3.9568, 0.8591, -1.1779], [3.5254, 0.7009, 0.1640], [4.6146, 1.7117, -1.3467], [4.4343, 0.0239, -1.6903], [3.1117, 1.2227, -1.7624], [3.1524, -0.1747, 0.2895], [-1.0600, 1.0969, 3.6012], [-0.9626, 1.6784, 2.2975], [-0.3040, 1.4750, 4.2895], [-2.0833, 1.1410, 3.9740], [-0.9514, 0.0127, 3.5718], [-0.0146, 1.7400, 2.1595], [0.6790, -3.8499, 0.3935], [1.7683, -3.5691, 1.2776], [0.0996, -3.0468, -0.0619], [0.9750, -4.5118, -0.4204], [0.0122, -4.4230, 1.0378], [2.1836, -4.3458, 1.6596]], "atomic_forces_ev_per_a": [[1.924, 0.822, 2.541], [-1.370, -0.176, -1.746], [0.418, -0.493, 0.340], [-0.871, 0.424, -0.775], [0.074, -0.600, -0.175], [-0.173, 0.023, -0.180], [-0.754, 0.978, -0.888], [0.786, 0.055, -0.029], [0.491, -0.037, 1.023], [-0.175, -0.385, 0.450], [-0.395, -0.570, -0.369], [0.020, -0.076, -0.155], [-0.440, -0.930, -0.252], [0.109, -0.170, 0.795], [-0.317, 0.292, 0.136], [0.078, 0.939, 0.063], [0.555, -0.278, -0.308], [0.033, 0.141, -0.454], [-0.042, -2.206, 1.032], [0.275, 1.873, -0.646], [0.787, 0.700, 0.624], [0.194, 0.015, -0.145], [-0.731, -0.072, -0.482], [-0.476, -0.269, -0.398]], "relative_energy_kcal_mol": 77.4, "gap_ev": 10.756}

Entry 2:
{"formula": "C13H27BFN3O3Si2", "method": "ωB97M-V/def2-TZVPD", "elements": ["C", "C", "B", "O", "C", "C", "F", "C", "N", "C", "C", "O", "N", "O", "H", "H", "H", "H", "H", "H", "H", "H", "H", "C", "Si", "C", "C", "N", "Si", "C", "C", "C", "H", "H", "H", "H", "H", "H", "H", "H", "H", "H", "H", "H", "H", "H", "H", "H", "H", "H"], "positions_angstrom": [[0.6307, -0.2904, 5.8723], [1.3108, -0.6542, 4.4653], [0.4223, -0.0611, 3.2380], [0.9400, 0.1967, 1.9671], [-1.1573, 0.1874, 3.5587], [-2.0627, -0.9853, 3.4951], [-1.6259, -2.2324, 3.1837], [-3.4760, -0.7492, 3.8283], [-3.9005, 0.5281, 4.1714], [-3.0936, 1.6425, 4.2448], [-1.6534, 1.5384, 3.9343], [-0.7845, 2.6259, 4.0129], [-0.6190, 3.0283, 5.3737], [-1.3303, 3.9171, 5.6165], [-0.3752, -0.7936, 6.0031], [0.4804, 0.8119, 6.0104], [1.2757, -0.6860, 6.7057], [2.3577, -0.2556, 4.4701], [1.2375, -1.7745, 4.3725], [1.0757, -0.6242, 1.4534], [-4.1572, -1.6370, 3.8099], [-4.8972, 0.6298, 4.3828], [-3.4736, 2.6508, 4.5563], [-1.6437, -0.8517, -1.6188], [-0.5281, -0.2062, -3.0069], [-0.4339, 1.6659, -2.8222], [-1.3841, -0.6008, -4.6367], [0.9942, -0.9689, -2.8480], [2.2947, -0.6545, -3.9192], [2.8544, 1.1434, -3.8887], [1.9090, -1.1273, -5.7004], [3.7644, -1.7069, -3.3659], [-2.6341, -0.3863, -1.6759], [-1.7689, -1.9345, -1.6983], [-1.2124, -0.6207, -0.6399], [-1.4372, 2.0863, -2.6829], [-0.0056, 2.1362, -3.7096], [0.1697, 1.9427, -1.9547], [-1.3498, -1.6721, -4.8455], [-0.9245, -0.0676, -5.4710], [-2.4370, -0.2986, -4.5968], [2.1463, 1.7943, -4.4060], [3.8218, 1.2484, -4.3927], [2.9705, 1.4989, -2.8623], [1.4617, -2.1225, -5.7519], [2.8276, -1.1392, -6.2974], [1.2272, -0.4133, -6.1667], [3.5097, -2.7690, -3.3961], [4.0606, -1.4488, -2.3462], [4.6230, -1.5406, -4.0253]], "atomic_forces_ev_per_a": [[0.209, -0.613, 0.089], [-1.565, 0.704, 0.676], [1.611, -0.236, -0.371], [-1.370, -0.927, 1.427], [-1.153, 0.133, -0.102], [-1.692, 3.268, 1.017], [-0.614, 2.026, 0.487], [2.764, -0.581, -0.627], [1.239, -0.530, -0.290], [2.741, 0.093, -0.489], [-2.373, -3.092, -0.081], [-1.327, -1.995, -1.896], [-0.681, 1.561, 1.873], [0.827, -0.746, -0.032], [1.029, 0.528, -0.253], [0.277, -0.988, -0.103], [-0.635, 0.561, -0.751], [-0.847, -0.723, -0.313], [0.581, 0.901, -0.032], [0.351, 0.628, -0.155], [0.296, 1.368, 0.106], [0.528, 0.063, -0.090], [-0.135, -1.407, -0.403], [-0.430, 0.188, -0.023], [2.239, -1.288, 0.367], [-0.585, 0.273, 0.019], [-0.565, 0.245, 0.017], [-0.360, 0.919, -0.805], [-1.433, -0.759, 1.654], [0.419, 0.114, -0.342], [0.402, 0.103, -0.323], [0.200, 0.173, -0.322], [-0.099, -0.039, 0.102], [0.065, 0.022, -0.011], [0.073, 0.011, -0.006], [-0.012, 0.135, -0.005], [0.045, -0.018, 0.039], [0.049, -0.061, -0.042], [0.075, 0.031, 0.028], [0.034, -0.046, 0.008], [-0.068, -0.015, -0.118], [-0.015, 0.018, 0.048], [0.027, 0.103, -0.005], [-0.064, -0.040, -0.008], [-0.025, 0.048, 0.059], [-0.020, -0.019, -0.102], [-0.040, -0.035, -0.002], [-0.032, 0.032, 0.027], [-0.040, -0.011, -0.001], [0.100, -0.084, 0.058]], "gap_ev": 1.865}

Entry 3:
{"formula": "C10H11CoN11O", "method": "ωB97M-V/def2-TZVPD", "elements": ["Co", "N", "C", "N", "N", "N", "N", "C", "N", "N", "N", "N", "H", "C", "C", "C", "N", "H", "H", "H", "H", "H", "O", "N", "C", "C", "C", "C", "C", "H", "H", "H", "H", "H"], "positions_angstrom": [[0.2651, 0.4069, 0.6733], [1.3071, -1.8313, -1.6748], [0.0115, -1.9735, -1.2117], [-0.8073, -2.9090, -1.6674], [-1.9551, -2.6864, -0.9878], [-1.8195, -1.6781, -0.1877], [-0.5549, -1.1908, -0.3069], [2.1763, -0.8032, -1.3528], [3.3602, -0.6706, -1.9245], [3.8613, 0.4552, -1.3616], [3.0207, 0.9524, -0.5144], [1.9158, 0.1578, -0.4790], [1.6146, -2.4837, -2.3720], [-0.7936, 0.5784, 5.8440], [0.4760, 0.2473, 5.0508], [0.3100, 0.5010, 3.6169], [0.1283, 0.7470, 2.5074], [-0.6144, 0.4521, 6.9123], [-1.6117, -0.0776, 5.5465], [-1.1028, 1.6070, 5.6592], [0.7493, -0.7982, 5.1907], [1.3154, 0.8462, 5.4026], [-0.8194, 1.9410, -0.3090], [-0.9135, 1.4398, -1.5177], [0.1097, 1.6137, -2.3733], [0.0852, 1.0292, -3.6220], [-0.9943, 0.2471, -3.9956], [-2.0292, 0.0790, -3.0946], [-1.9701, 0.6853, -1.8554], [0.9321, 2.1872, -1.9731], [0.9331, 1.1750, -4.2769], [-1.0131, -0.2484, -4.9571], [-2.8788, -0.5498, -3.3200], [-2.6943, 0.5520, -1.0686]], "atomic_forces_ev_per_a": [[0.278, -0.131, -0.344], [0.013, 0.026, 0.165], [0.415, 0.092, -0.302], [-0.265, -0.010, 0.097], [0.070, 0.179, 0.033], [0.148, -0.322, -0.118], [-0.293, -0.126, 0.319], [-0.341, -0.374, -0.192], [0.206, 0.247, 0.048], [-0.180, 0.014, 0.041], [0.094, -0.255, -0.172], [0.137, 0.259, 0.026], [-0.001, 0.002, -0.019], [-0.005, 0.006, -0.088], [-0.122, 0.050, -0.093], [0.014, 0.077, 0.427], [-0.165, -0.046, 0.578], [0.005, -0.014, -0.034], [0.023, 0.027, 0.013], [0.016, -0.024, 0.034], [0.032, -0.054, -0.022], [0.055, 0.038, -0.005], [-0.249, 0.082, -0.195], [0.227, 0.175, 0.091], [0.120, 0.027, -0.265], [0.141, 0.132, 0.064], [-0.005, -0.057, -0.051], [-0.166, 0.012, 0.110], [-0.197, -0.027, -0.169], [-0.011, 0.001, -0.034], [0.009, -0.021, 0.038], [-0.007, 0.023, 0.019], [0.030, -0.021, 0.040], [-0.023, 0.011, -0.039]], "charge": -1, "gap_ev": [6.702, 5.492], "multiplicity": 3}